ORCA calculation (ωB97M-V/def2-TZVPD) on a molecular structure, C18H57AsF6O10 at a distorted geometry.

E_HOMO: -9.61 eV
frontier orbital gap: 8.3 eV

Geometry as ORCA input:
```
! RIJCOSX wB97M-V def2-TZVPD def2/J DEFGRID3
* xyz 0 1
As -7.9953 -10.2911 8.6387
F -8.7705 -8.7712 8.7213
F -6.8491 -9.7280 9.8103
F -9.1033 -10.8681 7.4594
F -8.9917 -10.9904 9.8928
F -6.9040 -9.7292 7.4337
F -7.1873 -11.8426 8.6024
O -11.6064 -11.6712 6.4319
O -5.7875 -8.1818 5.4542
O -4.5046 -12.7112 8.7096
O -10.4250 -8.5317 3.0310
O -4.9986 -9.4117 12.0623
O -8.8481 -13.8406 10.0819
O -7.8252 -12.4249 11.8558
O -9.9650 -6.9136 7.0611
O -12.4237 -8.3116 11.6696
O -7.2194 -15.3453 6.5227
C -3.8530 -6.9344 4.9894
C -8.1863 -14.2847 6.5628
C -12.5447 -11.4926 7.4748
C -11.5240 -10.4356 12.1654
C -7.9467 -13.2973 5.4156
C -9.4875 -9.6044 2.8500
C -6.3277 -7.6866 13.0720
C -8.6789 -9.8010 4.1325
C -3.9800 -8.2854 7.0777
C -12.7447 -9.9912 7.6890
C -8.6143 -9.2909 1.6510
C -10.0090 -8.4630 11.6691
C -11.3223 -9.1893 11.3618
C -4.9980 -8.0184 12.4108
C -4.3680 -8.2125 5.6096
C -9.6023 -14.8325 6.5038
C -4.8155 -7.1922 11.1359
C -12.0953 -12.1450 8.7770
H -6.4515 -6.6111 13.2066
H -5.7014 -7.2789 10.5046
H -3.9907 -9.0979 5.0843
H -3.9271 -7.5180 10.5964
H -9.7391 -15.7376 7.0909
H -2.8979 -8.4667 7.1292
H -4.3474 -9.2026 7.5432
H -10.2928 -14.0203 6.7611
H -8.1884 -14.4916 9.7884
H -7.9353 -11.4643 11.8475
H -10.6112 -11.0432 12.1265
H -8.5288 -13.1499 10.7973
H -13.1638 -9.5351 6.7907
H -7.8334 -10.0414 1.5083
H -8.3066 -13.7935 4.5142
H -6.1769 -8.7577 6.1239
H -11.1463 -11.7746 9.1678
H -12.8413 -11.9680 9.5608
H -9.1574 -8.9775 11.2275
H -8.1327 -8.8543 4.2761
H -10.0958 -10.5021 2.7185
H -5.3819 -12.4185 8.4340
H -10.1240 -7.4894 11.1966
H -12.3927 -11.0294 11.8915
H -11.6061 -10.2081 13.2336
H -6.9207 -12.9408 5.4124
H -10.2649 -7.3110 7.8820
H -12.3211 -7.5357 11.1098
H -8.6006 -12.4481 5.6240
H -7.2117 -15.7085 5.6310
H -9.8859 -15.0166 5.4623
H -7.1468 -8.0727 12.4628
H -4.0007 -11.8998 8.8193
H -4.2289 -7.3555 7.5817
H -11.7797 -9.4970 7.8503
H -5.6331 -9.5590 11.3536
H -9.8701 -8.4588 12.7510
H -7.9900 -13.7830 7.5117
H -9.3167 -9.8728 5.0098
H -10.7394 -11.4566 6.7948
H -4.6745 -6.1401 11.3971
H -9.0735 -7.2563 6.9493
H -3.9773 -6.9508 3.9059
H -8.1308 -8.3207 1.7717
H -6.8971 -12.5745 12.0738
H -6.4106 -8.1782 14.0440
H -4.1225 -7.8827 13.0431
H -4.4424 -6.0998 5.3690
H -9.9302 -7.7953 3.4064
H -7.8967 -10.5465 3.9997
H -13.3755 -9.7132 8.5374
H -13.5147 -11.9215 7.2206
H -9.2541 -9.2614 0.7693
H -11.3422 -9.3862 10.2833
H -9.6882 -14.2895 10.2618
H -2.7977 -6.7895 5.2229
H -12.1015 -13.2397 8.6931
*
```



ORCA calculation (ωB97M-V/def2-TZVPD) on 11 unconnected molecules or ions with the total composition C18H57NO11 at a distorted geometry.

E_HOMO: -9.02 eV
SMILES string: CC1(C)CCCC(C)(C)N1O.CC(C)O.CC(C)O.CC(C)O.O.O.O.O.O.O.O
frontier orbital gap: 9.0 eV

Geometry as ORCA input:
```
! RIJCOSX wB97M-V def2-TZVPD def2/J DEFGRID3
* xyz 0 1
O -9.7297 -16.1557 -2.4642
O -8.7804 -18.5170 -3.9729
O -10.5564 -11.3762 -0.0831
O -11.3862 -19.9189 -4.1534
O -11.5144 -13.8356 -0.9567
O -6.3988 -19.4401 -3.2114
O -4.2245 -17.4173 -0.1087
O -9.5141 -14.8682 -5.3888
O -7.5977 -24.6364 -0.2770
O -10.7405 -21.8548 -2.4395
O -12.8188 -20.6111 1.5471
N -10.1002 -16.4392 -1.0637
C -11.2759 -21.5107 -5.9363
C -11.7571 -17.0693 0.6316
C -8.6861 -22.6299 0.3110
C -11.7283 -18.9791 -6.2354
C -10.6340 -17.1246 1.7520
C -11.8591 -22.5826 2.6074
C -7.1401 -22.7325 -1.8010
C -10.8302 -18.8024 -0.8664
C -8.0941 -15.1185 -0.4642
C -8.0928 -23.4953 -0.8509
C -11.8493 -20.2324 -5.3718
C -9.4765 -16.2061 1.3162
C -12.5442 -21.2407 2.8039
C -12.3393 -17.2693 -1.7850
C -11.7333 -20.3630 3.7636
C -8.9390 -16.3684 -0.1340
C -11.1552 -17.3896 -0.7824
C -7.9650 -17.5546 -0.1670
H -11.5918 -20.7904 4.7563
H -6.2270 -20.3767 -3.3086
H -10.8850 -21.2492 -3.1665
H -11.4647 -22.9489 3.5552
H -9.8915 -15.1983 1.2978
H -10.2743 -14.3194 -5.1961
H -12.3674 -19.4836 3.8762
H -12.5875 -16.2208 -1.9497
H -7.0469 -17.3044 0.3647
H -11.1144 -22.4614 1.8208
H -3.7629 -16.9899 0.6128
H -9.3364 -16.9591 -2.8128
H -5.5748 -19.0183 -3.4550
H -10.3245 -19.0593 -1.7971
H -10.6803 -12.2541 -0.4438
H -8.6385 -14.1767 -0.5331
H -13.5230 -21.4976 3.2090
H -8.4467 -18.3446 0.4090
H -11.1635 -21.4356 -1.6901
H -10.8473 -19.8716 3.3617
H -10.2479 -21.5162 -6.2986
H -11.6732 -19.4887 -0.7861
H -8.4195 -17.7875 -4.4769
H -12.5126 -23.3680 2.2277
H -7.7203 -18.0292 -1.1172
H -11.1682 -16.8451 2.6601
H -8.5501 -16.0751 1.8755
H -12.4144 -18.1398 -6.1212
H -9.6225 -11.1995 -0.1970
H -6.2097 -22.4828 -1.2909
H -4.8465 -18.0055 0.3194
H -12.1228 -16.0433 0.6726
H -12.5399 -17.7990 0.8388
H -12.1255 -17.5659 -2.8119
H -6.8848 -23.3644 -2.6516
H -10.9535 -14.6112 -0.9515
H -10.3588 -18.1764 1.8311
H -10.6205 -19.3447 -4.2274
H -10.0846 -19.1880 -0.1710
H -7.6935 -15.1836 -1.4758
H -11.8893 -19.2588 -7.2766
H -7.5554 -24.5381 0.6770
H -9.6826 -15.6851 -4.9192
H -10.7142 -18.6206 -6.4117
H -9.2233 -21.7435 -0.0265
H -9.2281 -23.3125 0.9654
H -8.9315 -23.8446 -1.4531
H -7.8173 -22.2085 0.8168
H -11.4788 -22.4158 -5.3639
H -11.7775 -21.7301 -6.8788
H -7.3423 -14.9803 0.3130
H -7.5866 -21.7939 -2.1294
H -13.2206 -19.7519 1.6952
H -8.0140 -18.9556 -3.6033
H -13.2142 -17.8871 -1.5827
H -12.3890 -14.1732 -1.1498
H -12.9355 -20.2460 -5.2815
*
```